Formula: C4H7ClNOP
Source: the Open Molecules 2025 dataset
Level of theory: ωB97M-V with the def2-TZVPD basis set

F_max, eV/A: 4.254
HOMO level, eV: -10.461
Molecular weight, g mol⁻¹: 151.5
Lowest unoccupied orbital energy, Ha: 0.015

Each line ends with the Löwdin charge.
CARTESIAN COORDINATES (ANGSTROEM)
C  -2.06  -1.19  0.52  -0.3701
C  1.11  -1.28  -0.37  -0.1512
C  1.09  1.71  0.00  -0.1311
C  -1.36  0.02  0.76  -0.7267
N  -2.59  -2.19  0.51  0.1852
O  -0.53  0.34  -1.79  -0.3484
P  0.05  0.21  -0.49  0.5002
Cl  -2.33  1.47  0.31  0.6356
H  0.49  -1.97  0.23  0.0405
H  1.12  -1.75  -1.44  0.1040
H  2.07  -0.94  -0.11  0.0165
H  0.39  2.49  -0.09  0.0145
H  1.60  1.68  0.88  0.0078
H  1.86  1.53  -0.78  0.0668
H  -0.90  -0.13  1.85  0.1566

***

Formula: C7H11N
Source: the Open Molecules 2025 dataset
Level of theory: ωB97M-V with the def2-TZVPD basis set

F_max, eV/A: 4.216
HOMO level, eV: -8.430
Molecular weight, g mol⁻¹: 109.2
Lowest unoccupied orbital energy, Ha: 0.039

Each line ends with the Löwdin charge.
CARTESIAN COORDINATES (ANGSTROEM)
C  1.28  1.45  -1.25  -0.0361
C  1.37  0.63  -0.07  -0.3415
N  1.70  -0.74  0.34  -0.0194
C  0.28  -1.22  0.79  -0.0798
C  -0.79  -0.27  0.08  -0.4260
C  -1.77  0.50  0.91  -0.0624
C  -2.16  -0.62  -0.06  -0.1099
C  0.15  0.41  -0.98  -0.1377
H  1.67  1.06  -2.19  0.1103
H  0.92  2.45  -1.03  0.1087
H  1.09  1.23  0.79  0.1423
H  2.29  -0.73  1.18  0.0895
H  0.31  -1.31  1.89  0.1126
H  0.17  -2.21  0.31  0.1043
H  -1.79  0.25  1.96  0.0961
H  -1.98  1.51  0.58  0.1020
H  -2.73  -0.36  -0.97  0.1157
H  -2.48  -1.58  0.31  0.1054
H  0.46  -0.36  -1.72  0.1259

***

Formula: C43H40N5O5V
Source: the Open Molecules 2025 dataset
Level of theory: ωB97M-V with the def2-TZVPD basis set

F_max, eV/A: 4.673
HOMO level, eV: -13.638
Molecular weight, g mol⁻¹: 757.8
Lowest unoccupied orbital energy, Ha: -0.249
Net charge: +2

Each line ends with the Löwdin charge.
CARTESIAN COORDINATES (ANGSTROEM)
V  -0.43  -0.60  -0.30  1.0790
O  -1.09  0.61  -1.08  -0.1867
C  -1.74  1.81  -1.16  -0.3803
C  -2.90  1.63  -0.13  -0.0092
C  -2.31  1.45  1.23  -0.2317
C  -2.53  2.41  2.21  0.0149
C  -1.94  2.26  3.46  0.0096
C  -1.22  1.11  3.70  0.0276
C  -1.06  0.17  2.69  -0.2502
C  -0.34  -1.10  2.96  -0.0187
C  0.98  -1.17  2.14  -0.3810
O  0.57  -1.01  0.84  -0.1787
C  1.88  -0.01  2.58  -0.1380
C  2.83  -0.18  3.58  0.0014
C  3.58  0.90  4.02  -0.0421
C  3.40  2.15  3.46  -0.0514
C  2.46  2.33  2.45  -0.0473
C  1.71  1.25  2.01  -0.0415
C  1.67  -2.52  2.30  -0.1603
C  2.57  -2.92  1.32  -0.0118
C  3.22  -4.14  1.42  -0.0483
C  2.97  -4.97  2.49  -0.0559
C  2.08  -4.58  3.48  -0.0517
C  1.44  -3.36  3.39  -0.0299
N  -1.55  0.37  1.46  0.1222
C  -0.76  2.93  -0.79  -0.1333
C  -1.15  4.13  -0.20  -0.0186
C  -0.20  5.10  0.09  -0.0401
C  1.13  4.90  -0.22  -0.0645
C  1.52  3.72  -0.83  -0.0600
C  0.58  2.75  -1.12  -0.0309
C  -2.26  2.15  -2.56  -0.1331
C  -3.26  3.10  -2.75  -0.0187
C  -3.66  3.43  -4.03  -0.0469
C  -3.08  2.83  -5.13  -0.0575
C  -2.07  1.89  -4.94  -0.0554
C  -1.66  1.56  -3.66  -0.0183
H  -3.44  0.72  -0.44  0.1485
H  -3.58  2.47  -0.15  0.1220
H  -3.15  3.26  2.00  0.1256
H  -2.06  3.02  4.22  0.1286
H  -0.78  0.93  4.67  0.1341
H  -0.95  -1.95  2.65  0.1323
H  -0.11  -1.17  4.03  0.1359
H  2.97  -1.15  4.03  0.1226
H  4.31  0.75  4.80  0.1169
H  3.98  2.99  3.80  0.1144
H  2.30  3.30  2.01  0.0997
H  0.97  1.40  1.23  0.0964
H  2.77  -2.26  0.48  0.1060
H  3.93  -4.43  0.66  0.1133
H  3.47  -5.93  2.56  0.1147
H  1.89  -5.22  4.33  0.1153
H  0.76  -3.08  4.18  0.1124
H  -2.18  4.32  0.02  0.1121
H  -0.52  6.02  0.55  0.1166
H  1.86  5.66  0.01  0.1161
H  2.55  3.55  -1.09  0.1166
H  0.88  1.85  -1.64  0.0978
H  -3.71  3.61  -1.92  0.1114
H  -4.44  4.17  -4.17  0.1166
H  -3.40  3.09  -6.12  0.1146
H  -1.60  1.43  -5.80  0.1105
H  -0.86  0.84  -3.52  0.0887
C  -4.19  -4.02  1.40  0.0073
C  -3.37  -2.83  1.02  -0.2626
N  -3.38  -1.70  1.62  0.0598
O  -4.19  -1.60  2.72  0.0221
C  -2.46  -2.96  -0.11  -0.1701
C  -2.52  -4.18  -0.97  0.0366
N  -1.59  -2.06  -0.37  -0.0830
O  -0.71  -2.10  -1.29  -0.1067
H  -4.82  -3.78  2.26  0.0892
H  -3.55  -4.86  1.66  0.1018
H  -4.83  -4.33  0.58  0.1018
H  -4.16  -0.68  3.01  0.1119
H  -2.41  -5.08  -0.37  0.1075
H  -1.73  -4.16  -1.72  0.0938
H  -3.48  -4.25  -1.48  0.1149
N  4.39  -0.84  -5.81  0.1991
C  4.59  -0.69  -4.49  -0.4938
O  5.68  -0.60  -3.98  0.0999
C  3.35  -0.64  -3.62  -0.0742
C  2.06  -0.98  -3.99  0.0413
C  1.05  -0.95  -3.04  -0.0975
N  1.26  -0.59  -1.78  0.0036
C  2.49  -0.25  -1.40  -0.0862
C  3.55  -0.27  -2.29  0.0525
H  5.21  -0.85  -6.41  0.1328
H  3.49  -0.85  -6.26  0.1000
H  1.80  -1.29  -4.99  0.1204
H  0.04  -1.24  -3.31  0.1216
H  2.64  0.05  -0.37  0.1194
H  4.55  -0.02  -1.97  0.1350

***

Formula: C14H24BNO3
Source: the Open Molecules 2025 dataset
Level of theory: ωB97M-V with the def2-TZVPD basis set

F_max, eV/A: 2.338
HOMO level, eV: -8.823
Molecular weight, g mol⁻¹: 265.2
Lowest unoccupied orbital energy, Ha: 0.005

Each line ends with the Löwdin charge.
CARTESIAN COORDINATES (ANGSTROEM)
B  1.30  0.25  -2.79  0.0655
C  0.41  -1.01  -2.47  -0.1210
C  0.77  -2.20  -3.35  -0.3901
O  0.30  -2.39  -4.45  0.0990
C  1.79  -3.15  -2.73  -0.1873
C  1.33  -4.05  -1.81  -0.0389
C  2.22  -4.89  -1.21  -0.0766
C  3.53  -4.80  -1.56  -0.1046
C  3.99  -3.90  -2.47  -0.0797
C  3.10  -3.06  -3.08  -0.0268
H  1.97  0.25  -3.78  0.0399
H  1.31  1.15  -2.02  0.0263
H  -0.66  -0.80  -2.50  0.1189
H  0.64  -1.28  -1.43  0.1061
H  0.27  -4.06  -1.57  0.1271
H  1.84  -5.58  -0.47  0.1096
H  4.24  -5.48  -1.10  0.1089
H  5.04  -3.82  -2.73  0.1105
H  3.40  -2.33  -3.81  0.1248
C  -1.33  1.65  4.67  -0.1141
O  -2.01  0.92  3.66  -0.1935
C  -3.20  1.54  3.20  -0.2155
C  -3.03  2.07  1.78  -0.2154
N  -2.14  3.22  1.75  -0.0504
C  -1.72  3.62  0.40  -0.1963
C  -0.92  2.62  -0.43  -0.2334
O  0.39  2.35  0.05  -0.2021
C  0.46  1.39  1.09  -0.0967
H  -0.57  1.00  5.10  0.0886
H  -0.84  2.54  4.27  0.0756
H  -2.02  1.95  5.47  0.0875
H  -3.54  2.33  3.88  0.1217
H  -3.97  0.76  3.18  0.1210
H  -4.01  2.36  1.39  0.1237
H  -2.65  1.24  1.17  0.1030
H  -1.31  3.02  2.29  0.0653
H  -1.10  4.51  0.52  0.1202
H  -2.60  3.91  -0.17  0.1181
H  -0.77  3.06  -1.42  0.1216
H  -1.46  1.68  -0.60  0.1094
H  -0.30  0.61  0.99  0.0886
H  0.39  1.86  2.07  0.0718
H  1.44  0.92  1.03  0.0894

***

Formula: C3H9BO2
Source: the Open Molecules 2025 dataset
Level of theory: ωB97M-V with the def2-TZVPD basis set

F_max, eV/A: 5.714
HOMO level, eV: -10.757
Molecular weight, g mol⁻¹: 87.9
Lowest unoccupied orbital energy, Ha: 0.027

Each line ends with the Löwdin charge.
CARTESIAN COORDINATES (ANGSTROEM)
C  2.41  -0.33  0.06  -0.1330
C  1.19  0.59  -0.15  -0.2321
C  -0.16  -0.12  0.01  -0.2191
O  -1.27  0.73  0.17  0.0585
B  -2.53  0.48  0.13  -0.4241
O  -3.04  -0.86  -0.28  0.0370
H  3.10  -0.52  -0.73  0.0446
H  3.14  0.12  0.77  0.0690
H  2.32  -1.37  0.47  0.0848
H  1.34  1.03  -1.17  0.1115
H  1.18  1.57  0.54  0.1483
H  -0.26  -0.92  -0.89  0.1753
H  -0.07  -0.81  0.91  0.1386
H  -3.38  1.41  0.36  0.1060
H  -3.96  -1.01  -0.20  0.0347

***

Formula: C4H9NO
Source: the Open Molecules 2025 dataset
Level of theory: ωB97M-V with the def2-TZVPD basis set

F_max, eV/A: 3.474
HOMO level, eV: -9.693
Molecular weight, g mol⁻¹: 87.1
Lowest unoccupied orbital energy, Ha: 0.031

Each line ends with the Löwdin charge.
CARTESIAN COORDINATES (ANGSTROEM)
C  -1.56  -1.34  -0.12  -0.0218
C  -1.02  -0.51  0.82  -0.2294
C  -1.54  1.00  0.89  -0.1314
H  -1.47  -2.40  -0.08  0.0400
H  -2.02  -0.78  -0.89  0.0455
H  -0.17  -0.88  1.40  0.0777
H  -1.42  1.65  -0.01  0.0712
H  -2.64  0.93  0.99  0.0572
H  -1.15  1.66  1.77  0.0902
N  2.42  -0.59  -0.90  0.0476
C  2.01  0.73  -0.52  -0.3644
O  2.64  1.73  -0.89  -0.0249
H  3.08  -0.59  -1.74  0.1164
H  1.77  -1.45  -0.88  0.1108
H  1.07  0.83  0.16  0.1153

***

Formula: C3H13NO3
Source: the Open Molecules 2025 dataset
Level of theory: ωB97M-V with the def2-TZVPD basis set

F_max, eV/A: 4.579
HOMO level, eV: -8.425
Molecular weight, g mol⁻¹: 111.1
Lowest unoccupied orbital energy, Ha: 0.018

Each line ends with the Löwdin charge.
CARTESIAN COORDINATES (ANGSTROEM)
C  -1.35  0.46  2.05  -0.1088
C  -0.53  -0.12  0.91  -0.1928
C  -0.96  -1.14  0.09  -0.3200
N  -0.60  -1.28  -1.19  0.0194
H  -1.98  1.29  1.61  0.0906
H  -0.69  0.81  2.74  0.0136
H  -2.00  -0.20  2.70  0.0965
H  0.35  0.42  0.41  0.1075
H  -1.74  -1.83  0.59  0.1415
H  -0.32  -2.25  -1.59  0.1405
H  -0.43  -0.55  -1.88  0.0865
O  1.70  -2.50  0.37  -0.0657
H  2.46  -1.88  0.38  0.0596
H  0.91  -2.07  0.63  -0.0521
O  -0.52  2.18  -1.32  -0.0854
H  -0.75  2.08  -2.25  0.0427
H  -1.26  1.72  -0.81  0.0536
O  2.90  1.44  -1.39  -0.0616
H  2.21  1.03  -0.92  -0.0378
H  2.59  2.37  -1.16  0.0722

***

Formula: CH6BN
Source: the Open Molecules 2025 dataset
Level of theory: ωB97M-V with the def2-TZVPD basis set

F_max, eV/A: 3.746
HOMO level (spin up / spin down), eV: -10.405 / -7.259
Molecular weight, g mol⁻¹: 42.9
Lowest unoccupied orbital energy (spin up / spin down), Ha: 0.013 / -0.016

Each line ends with the Löwdin charge.
CARTESIAN COORDINATES (ANGSTROEM)
B  1.11  -0.06  0.73  -0.1640
C  -0.54  0.33  -0.95  -0.0784
N  0.35  -0.52  -0.36  -0.0645
H  1.94  -0.73  1.02  -0.0024
H  0.76  1.00  1.22  0.0455
H  -1.43  -0.07  -1.57  0.0880
H  -2.15  0.16  1.18  0.0820
H  -0.39  1.34  -0.74  0.0202
H  0.35  -1.45  -0.53  0.0735